Record 1
{
  "formula": "C15H46GaIN7O2P2S",
  "method": "ωB97M-V/def2-TZVPD",
  "elements": ["I", "Ga", "S", "P", "P", "O", "O", "N", "N", "N", "N", "N", "N", "N", "C", "C", "C", "C", "C", "C", "C", "C", "C", "C", "C", "C", "C", "C", "C", "H", "H", "H", "H", "H", "H", "H", "H", "H", "H", "H", "H", "H", "H", "H", "H", "H", "H", "H", "H", "H", "H", "H", "H", "H", "H", "H", "H", "H", "H", "H", "H", "H", "H", "H", "H", "H", "H", "H", "H", "H", "H", "H", "H", "H", "H"],
  "positions_angstrom": [[-6.566, 5.875, 1.397], [-4.928, 3.932, 2.074], [-2.300, 2.411, 1.333], [2.589, -1.275, 2.061], [-1.369, -0.200, -2.732], [2.630, 0.193, 1.877], [-1.391, -0.908, -1.428], [3.034, -2.748, 1.252], [0.345, -0.198, -3.044], [-2.134, -1.302, -3.775], [-1.676, 1.266, -3.610], [3.646, -1.493, 3.421], [-5.849, 2.250, 1.981], [1.029, -1.647, 2.549], [3.546, -2.527, -0.111], [4.897, -0.776, 3.223], [-1.035, 2.966, 2.489], [-2.295, 2.319, -2.770], [0.665, -2.834, 3.288], [0.256, 3.396, 1.770], [-0.655, 1.852, -4.464], [-3.535, -1.535, -3.457], [3.838, -3.753, 1.928], [1.070, 0.337, -1.897], [0.968, -1.420, -3.524], [0.015, -1.297, 1.555], [-1.894, -1.366, -5.198], [-3.263, 3.876, 0.896], [3.119, -1.249, 4.758], [0.001, 3.929, 0.857], [-0.971, -1.232, 2.015], [4.794, 0.302, 3.389], [-3.874, -2.465, -3.917], [0.227, -0.321, 1.120], [3.419, -4.016, 2.894], [-3.667, -1.634, -2.380], [-5.181, 1.493, 1.900], [-6.475, 2.214, 1.186], [-2.675, 4.791, 0.949], [0.571, 1.224, -1.498], [-2.391, -0.557, -5.756], [-4.180, -0.716, -3.810], [0.178, 2.296, -3.912], [-0.835, -1.339, -5.435], [0.636, -3.738, 2.659], [5.264, -0.917, 2.203], [-2.275, -2.317, -5.576], [2.481, -2.065, 5.091], [-0.330, -2.689, 3.712], [4.883, -3.457, 2.072], [0.755, -1.591, -4.578], [3.947, -1.209, 5.469], [-3.144, 1.910, -2.219], [2.555, -0.311, 4.836], [1.148, -0.387, -1.077], [2.075, 0.637, -2.205], [-1.144, 2.639, -5.047], [0.856, 2.519, 1.538], [0.851, 4.042, 2.417], [-3.578, 3.744, -0.140], [0.666, -2.312, -2.957], [-1.409, 3.754, 3.135], [-0.788, 2.075, 3.060], [-1.595, 2.740, -2.040], [-4.459, 4.179, 3.584], [2.054, -1.322, -3.452], [1.334, -3.022, 4.121], [-2.675, 3.125, -3.398], [-0.255, 1.127, -5.167], [4.544, -2.069, -0.117], [5.657, -1.172, 3.901], [2.869, -1.871, -0.663], [3.816, -4.653, 1.306], [3.593, -3.472, -0.655], [-0.029, -2.029, 0.738]],
  "forces_ev_per_angstrom": [[-0.055, 0.026, -0.158], [0.578, -0.532, 0.627], [-0.095, -0.552, -0.159], [-0.091, -1.247, 4.471], [3.369, -2.317, -2.828], [0.243, -0.242, -2.715], [-1.937, 1.902, 1.044], [0.561, 1.690, -1.713], [-0.170, -0.296, -0.792], [0.275, -0.376, 0.092], [-1.057, 0.662, 2.402], [-0.608, -0.479, 0.241], [-0.247, 0.417, -0.043], [-0.087, 0.389, 0.303], [-0.299, 0.074, -0.094], [0.125, -0.049, -0.201], [0.557, -0.001, -0.608], [-0.267, -0.121, -0.028], [0.131, -0.443, -0.254], [-0.323, 0.086, 0.341], [0.200, -0.035, -0.194], [-0.094, 0.059, 0.302], [-0.013, -0.186, 0.203], [-0.108, 0.204, 0.057], [-0.050, -0.183, 0.113], [-0.005, 0.232, -0.313], [-0.134, 0.482, -0.234], [-0.519, 0.452, 0.057], [-0.095, 0.194, 0.055], [0.143, 0.117, -0.098], [0.031, -0.062, 0.096], [-0.001, -0.002, -0.046], [0.052, 0.009, -0.075], [0.017, 0.008, 0.033], [0.001, 0.096, 0.032], [0.066, 0.030, 0.010], [0.003, -0.056, -0.116], [0.001, -0.187, -0.067], [0.230, -0.033, -0.035], [-0.020, -0.033, 0.035], [0.000, -0.011, 0.019], [-0.014, -0.067, -0.067], [-0.005, -0.013, 0.015], [-0.042, 0.121, 0.031], [-0.010, 0.033, -0.015], [-0.022, 0.017, 0.002], [-0.056, -0.002, 0.048], [-0.019, 0.090, 0.016], [-0.028, 0.044, -0.066], [-0.011, 0.020, 0.007], [-0.009, -0.062, 0.057], [0.079, 0.057, -0.083], [0.053, -0.008, 0.054], [0.035, -0.005, 0.016], [-0.040, 0.058, 0.011], [0.006, -0.037, -0.039], [-0.068, 0.003, 0.078], [0.049, -0.039, -0.215], [0.109, 0.086, -0.022], [0.146, -0.027, -0.156], [0.045, 0.009, 0.003], [-0.222, -0.048, 0.129], [-0.226, 0.046, 0.408], [-0.026, 0.044, -0.017], [-0.059, 0.166, -0.015], [-0.003, 0.060, 0.098], [0.056, -0.061, -0.124], [0.024, -0.035, -0.070], [0.023, -0.057, 0.073], [0.021, -0.080, -0.027], [-0.034, -0.017, 0.036], [0.050, 0.018, 0.031], [-0.006, 0.054, -0.061], [-0.013, -0.044, 0.057], [-0.092, -0.011, 0.043]],
  "mulliken_charge": [-0.517, 0.274, -0.154, 0.685, 0.921, -0.968, -0.826, 0.130, 0.284, 0.104, 0.043, 0.289, -0.579, 0.373, -0.475, -1.150, -0.594, -1.056, -1.014, -0.772, -0.879, -1.158, -0.915, -1.048, -1.137, -1.065, -0.927, -0.702, -0.971, 0.269, 0.481, 0.312, 0.393, -0.094, 0.257, 0.289, 0.202, 0.199, 0.406, 0.232, 0.302, 0.341, 0.264, 0.183, 0.311, 0.310, 0.361, 0.233, 0.339, 0.279, 0.245, 0.377, 0.352, 0.297, 0.020, 0.488, 0.415, 0.031, 0.350, 0.149, 0.317, 0.418, 0.305, 0.310, -0.258, 0.400, 0.230, 0.448, 0.261, 0.299, 0.392, -0.088, 0.397, 0.385, 0.394],
  "de_lowest_kj_mol": 0.00,
  "lumo_energy_ev": 2.18,
  "spin_multiplicity": 1,
  "gap_ev": 6.28,
  "e_homo_ev": -4.10,
  "charge": -1
}

=====

Record 2
{
  "formula": "C5H8LiO3Tb",
  "method": "ωB97M-V/def2-TZVPD",
  "elements": ["Tb", "O", "O", "O", "C", "C", "C", "C", "C", "Li", "H", "H", "H", "H", "H", "H", "H", "H"],
  "positions_angstrom": [[1.031, 3.462, -0.052], [0.551, 0.423, -0.710], [-0.344, -1.217, 0.486], [0.863, -1.740, -1.246], [-1.472, -0.997, 2.585], [0.915, 0.986, -2.248], [-0.705, -0.265, 1.513], [1.019, 2.421, -2.112], [0.435, -0.850, -0.511], [0.410, -3.515, -0.929], [-2.363, -1.489, 2.172], [-0.844, -1.755, 3.071], [1.864, 0.483, -2.495], [0.224, 0.155, 1.921], [0.095, 0.639, -2.900], [1.428, 3.021, -2.933], [-1.322, 0.509, 1.038], [-1.784, -0.272, 3.348]],
  "forces_ev_per_angstrom": [[-0.207, 1.144, 2.651], [0.805, 3.470, -2.439], [0.961, 0.232, -0.207], [0.204, 1.083, 0.005], [-0.059, -0.148, 0.176], [-0.111, -0.014, 2.413], [-0.425, 0.361, 0.529], [0.343, -2.156, -1.493], [-1.336, -3.134, -0.348], [0.055, -0.373, -0.063], [0.201, 0.222, 0.121], [-0.150, 0.225, -0.117], [-0.044, -0.026, -0.262], [-0.126, -0.001, -0.070], [0.092, -0.022, -0.110], [-0.302, -0.544, -0.743], [0.092, -0.073, 0.132], [0.008, -0.247, -0.173]],
  "mulliken_spin": [6.828, -0.075, 0.002, -0.001, 0.002, 0.003, -0.003, 0.198, -0.005, 0.000, 0.000, 0.000, -0.002, -0.005, -0.009, 0.069, -0.002, 0.001],
  "de_lowest_kj_mol": 179.59,
  "lumo_energy_ev": [-14.82, -14.81],
  "spin_multiplicity": 8,
  "gap_ev": [6.33, 6.34],
  "e_homo_ev": [-21.15, -21.15],
  "charge": 3
}

=====

Record 3
{
  "formula": "C26H43FN3O15",
  "method": "ωB97M-V/def2-TZVPD",
  "elements": ["F", "O", "O", "O", "O", "O", "O", "O", "O", "O", "O", "O", "O", "O", "O", "O", "N", "N", "N", "C", "C", "C", "C", "C", "C", "C", "C", "C", "C", "C", "C", "C", "C", "C", "C", "C", "C", "C", "C", "C", "C", "C", "C", "C", "C", "H", "H", "H", "H", "H", "H", "H", "H", "H", "H", "H", "H", "H", "H", "H", "H", "H", "H", "H", "H", "H", "H", "H", "H", "H", "H", "H", "H", "H", "H", "H", "H", "H", "H", "H", "H", "H", "H", "H", "H", "H", "H", "H"],
  "positions_angstrom": [[-5.677, 2.001, -0.135], [0.117, -1.314, -3.887], [-4.269, -1.030, 2.355], [-6.525, 1.902, -8.994], [6.334, -2.080, -0.925], [-6.380, -1.478, 1.861], [-5.963, 0.288, -7.521], [7.861, 2.107, 5.763], [5.961, 2.091, 4.558], [1.521, -0.715, -2.274], [6.433, 0.420, 5.993], [2.355, -1.479, -4.175], [-4.746, -1.939, 0.372], [4.927, -1.343, 0.676], [7.115, -0.999, 0.887], [-4.620, 2.044, -7.796], [-1.050, -1.291, -0.843], [-2.341, 0.163, 0.391], [-0.859, 0.993, -1.241], [-2.871, 1.532, 0.450], [1.247, -1.190, -3.506], [6.149, -1.530, 0.112], [-4.143, 1.338, -6.650], [-7.600, -0.380, 3.666], [6.683, 1.590, 5.360], [-4.084, 1.245, -1.789], [2.936, -0.919, -2.028], [8.304, 1.351, 6.902], [-1.417, -0.041, -0.580], [-1.727, 2.150, -1.617], [-6.362, -1.142, 3.274], [-5.062, -0.370, 3.361], [7.338, -0.792, 7.905], [4.734, -1.720, -3.640], [-4.998, -0.824, -5.591], [5.134, -0.900, 2.038], [4.017, -0.016, 2.517], [3.483, -0.914, -3.441], [-3.098, 2.071, -0.954], [-5.481, 1.092, -1.170], [-5.113, -1.538, 1.437], [-4.735, -0.039, -6.850], [-5.782, 1.456, -8.191], [6.474, -0.217, 1.910], [7.645, 0.010, 6.668], [-1.236, 3.063, -1.286], [-3.744, 1.583, 1.085], [4.611, -2.730, -3.251], [-4.123, -0.623, -7.544], [-5.186, 0.677, 3.075], [-6.296, -2.079, 3.831], [-3.055, 1.346, -6.627], [-4.534, 1.828, -5.753], [8.227, -0.587, 5.959], [-0.360, 0.645, -2.052], [6.782, -0.194, 8.627], [5.568, -1.253, -3.122], [-5.588, -0.238, -4.884], [3.065, -1.883, -1.534], [9.390, 1.308, 6.926], [-7.659, 0.569, 3.131], [-0.648, -1.553, -1.729], [-4.058, -1.111, -5.118], [6.389, 0.813, 1.559], [-5.646, 0.082, -0.805], [7.937, 1.843, 7.805], [-3.507, 3.074, -0.852], [7.055, -0.239, 2.826], [3.055, -0.524, 2.433], [3.330, -0.133, -1.393], [-4.157, 1.673, -2.786], [-6.238, 1.307, -1.920], [-8.493, -0.953, 3.421], [-2.107, 2.151, 0.925], [6.730, -1.661, 7.656], [5.209, -1.794, 2.664], [4.179, 0.265, 3.556], [-7.597, -0.182, 4.737], [3.618, 0.109, -3.803], [-5.564, -1.727, -5.814], [-1.265, -2.003, -0.168], [4.977, -1.800, -4.699], [-3.673, 0.243, -1.941], [3.960, 0.895, 1.919], [8.261, -1.137, 8.370], [-1.806, 2.227, -2.697], [-4.571, -0.430, 4.328], [-3.097, -0.513, 0.287]],
  "forces_ev_per_angstrom": [[-0.047, 0.027, 0.200], [-0.233, -0.019, 0.030], [0.135, 0.183, 0.200], [-0.094, 0.067, -0.101], [-0.090, -0.016, -0.107], [0.176, -0.214, -0.039], [0.090, 0.035, -0.059], [0.022, -0.019, 0.087], [-0.084, -0.066, -0.170], [0.310, 0.112, 0.317], [0.101, -0.035, -0.122], [-0.074, 0.144, -0.007], [0.171, 0.046, -0.301], [0.076, -0.065, 0.008], [-0.070, 0.051, 0.028], [0.011, -0.024, 0.089], [-0.131, 0.136, 0.214], [-0.198, 0.297, -0.984], [-1.135, -0.535, -0.863], [0.789, 0.283, 0.241], [0.081, -0.043, -0.049], [0.018, 0.048, 0.148], [0.131, 0.078, -0.066], [-0.094, 0.053, -0.290], [0.013, 0.008, 0.119], [0.161, -0.323, 0.243], [-0.015, 0.050, -0.090], [0.110, 0.042, -0.036], [-0.106, -0.017, 0.184], [0.028, 0.588, 0.573], [-0.206, 0.235, 0.209], [-0.042, -0.103, 0.085], [-0.272, 0.053, 0.000], [-0.100, -0.279, -0.314], [-0.236, 0.012, 0.062], [-0.185, 0.231, 0.153], [-0.270, 0.033, -0.257], [0.341, -0.115, 0.138], [-0.361, -0.043, -0.200], [0.065, 0.016, -0.585], [-0.279, 0.208, 0.236], [-0.041, -0.117, 0.196], [0.036, -0.081, 0.098], [0.177, -0.028, 0.124], [-0.010, -0.114, 0.243], [0.174, -0.024, 0.082], [-0.186, -0.305, -0.037], [0.019, 0.026, 0.088], [0.013, 0.022, -0.019], [-0.059, -0.005, -0.009], [0.049, -0.034, -0.067], [-0.005, 0.061, -0.131], [-0.017, -0.076, 0.044], [0.002, 0.033, -0.034], [0.604, 0.096, 0.255], [0.038, 0.038, -0.001], [0.001, 0.002, 0.046], [0.026, 0.054, -0.026], [0.050, -0.016, -0.026], [0.002, 0.076, -0.142], [0.048, 0.011, 0.018], [0.241, 0.090, -0.113], [0.029, -0.002, -0.038], [-0.074, 0.013, 0.038], [-0.009, 0.028, 0.270], [-0.026, -0.060, 0.033], [0.116, 0.154, -0.051], [0.128, -0.088, -0.084], [0.047, -0.082, 0.077], [-0.138, 0.077, -0.021], [-0.004, 0.217, -0.030], [-0.130, -0.021, -0.013], [0.013, -0.055, 0.077], [0.000, 0.064, 0.109], [0.076, -0.043, -0.031], [0.055, -0.035, -0.047], [0.057, 0.026, 0.001], [0.028, -0.023, 0.018], [-0.095, 0.001, -0.024], [0.075, -0.041, -0.036], [-0.184, -0.163, -0.037], [-0.010, 0.117, -0.008], [-0.026, -0.095, -0.063], [0.077, 0.030, 0.033], [0.029, 0.005, -0.017], [0.032, -0.296, -0.136], [0.093, -0.122, -0.066], [0.172, -0.436, 0.533]],
  "mulliken_charge": [-0.348, -0.597, -0.286, -0.496, -0.524, -0.315, -0.373, -0.324, -0.518, -0.240, -0.349, -0.376, -0.580, -0.286, -0.352, -0.344, -0.197, 0.077, -0.049, -0.999, 0.552, 0.580, -0.291, -1.468, 0.677, -0.542, -0.376, -0.511, 0.292, -1.200, 0.448, -0.456, -1.451, -1.488, -1.289, 0.545, -1.448, 0.598, 0.410, -0.377, 0.732, 0.490, 0.591, -0.243, 0.547, 0.434, 0.254, 0.333, 0.255, 0.254, 0.287, 0.286, 0.195, 0.226, 0.293, 0.354, 0.370, 0.252, 0.269, 0.311, 0.337, 0.126, 0.332, 0.357, 0.176, 0.317, 0.743, 0.062, 0.379, 0.246, 0.211, 0.376, 0.374, 0.409, 0.359, 0.200, 0.351, 0.386, 0.235, 0.385, 0.238, 0.410, 0.258, 0.357, 0.389, 0.353, 0.339, 0.079],
  "lumo_energy_ev": -2.04,
  "spin_multiplicity": 1,
  "gap_ev": 10.38,
  "e_homo_ev": -12.42,
  "charge": 1
}

=====

no.,electronic energy (eV)
1,-120719.4535
2,-34063.3799
3,-65557.1542